1.
{"formula": "C18H15F3In", "method": "ωB97M-V with the def2-TZVPD basis set", "elements": ["In", "F", "C", "C", "C", "C", "C", "C", "H", "H", "H", "H", "H", "F", "C", "C", "C", "C", "C", "C", "H", "H", "H", "H", "H", "F", "C", "C", "C", "C", "C", "C", "H", "H", "H", "H", "H"], "coordinates": [[22.94420, 22.43967, 10.86326], [24.21023, 21.36067, 10.37048], [24.66643, 20.40164, 9.52485], [25.31654, 20.66433, 8.28524], [25.75921, 19.56944, 7.51115], [25.86967, 18.28252, 8.11837], [25.26210, 17.98556, 9.32650], [24.63140, 19.06416, 10.01405], [25.37272, 21.67274, 7.90269], [26.15300, 19.81723, 6.53651], [26.40813, 17.50774, 7.59284], [25.30687, 17.01509, 9.79830], [24.02834, 18.78323, 10.86481], [23.46285, 23.73865, 11.72635], [23.57751, 24.98303, 12.21693], [24.06774, 26.04125, 11.45444], [24.03681, 27.35661, 11.84480], [23.70480, 27.61857, 13.16049], [23.25520, 26.59885, 14.02473], [23.19889, 25.30225, 13.53428], [24.34442, 25.83537, 10.43099], [24.33414, 28.18835, 11.22334], [23.87578, 28.61970, 13.52778], [23.04368, 26.93023, 15.03063], [22.86221, 24.51268, 14.18974], [22.83895, 20.76578, 11.27470], [22.16721, 19.59942, 11.12956], [22.60370, 18.45909, 11.79657], [22.01897, 17.23482, 11.60556], [20.93370, 17.21401, 10.72154], [20.49113, 18.34812, 9.97244], [21.10969, 19.56187, 10.20980], [23.44925, 18.62001, 12.44892], [22.39502, 16.35188, 12.10092], [20.36891, 16.31606, 10.51886], [19.67882, 18.18143, 9.28052], [20.79347, 20.38505, 9.58628]], "lowdin_charge": [1.424, -0.014, -0.167, 0.040, 0.030, 0.011, 0.022, 0.038, 0.126, 0.135, 0.135, 0.136, 0.043, 0.040, -0.212, 0.007, -0.007, 0.014, 0.014, 0.024, 0.128, 0.143, 0.139, 0.140, 0.129, -0.023, -0.240, -0.044, 0.023, 0.034, 0.018, 0.016, 0.153, 0.147, 0.135, 0.139, 0.124], "homo_lumo_gap_ev": 3.5, "total_charge": 3, "e_above_lowest_kj_mol": 1269.00, "e_homo_ev": -18.622}

***

2.
{"formula": "C5H11NO", "method": "ωB97M-V with the def2-TZVPD basis set", "elements": ["C", "O", "C", "C", "C", "C", "N", "H", "H", "H", "H", "H", "H", "H", "H", "H", "H", "H"], "coordinates": [[1.81706, -0.37967, 0.29586], [1.32382, -1.11553, 1.35600], [0.55507, -0.06290, -0.48234], [-0.34478, 0.68142, 0.52317], [-1.62527, 1.10311, 0.06827], [-1.97760, 1.48018, -1.22382], [-0.06235, -1.41165, -0.67444], [2.49384, -0.91213, -0.50797], [2.32041, 0.58488, 0.59448], [1.94894, -1.70290, 1.75466], [0.71746, 0.50735, -1.49186], [-0.07685, 0.25237, 1.48365], [0.08397, 1.78594, 0.79848], [-2.42886, 1.21564, 0.79468], [-2.68475, 2.25099, -1.29156], [-1.67897, 1.11810, -2.13797], [-0.84195, -1.44465, -1.40787], [-0.55432, -1.78267, 0.19754]], "lowdin_charge": [-0.286, -0.084, -0.382, -0.234, -0.190, 0.014, 0.003, 0.150, 0.127, 0.097, 0.174, 0.101, 0.176, 0.098, 0.022, 0.014, 0.095, 0.104], "smiles": "C=CC[C@H](N)CO", "homo_lumo_gap_ev": 9.3, "e_above_lowest_kj_mol": 377.35, "e_homo_ev": -8.497}

***

3.
{"formula": "C3H7PS", "method": "ωB97M-V with the def2-TZVPD basis set", "elements": ["C", "C", "C", "P", "S", "H", "H", "H", "H", "H", "H", "H"], "coordinates": [[-1.65369, -1.04050, -1.03313], [1.16487, 1.48034, -0.01080], [-1.36363, -1.10469, 0.22939], [0.31534, -1.70664, 0.77686], [-1.98763, -1.25105, -2.52083], [1.09835, 1.83055, 1.02429], [0.75938, 2.19350, -0.73738], [2.31372, 1.31775, -0.28714], [0.56171, 0.59453, -0.27458], [-1.85784, -0.74379, 1.01946], [0.33865, -2.46385, -0.35675], [0.07876, -2.94544, 1.41325]], "lowdin_charge": [-0.821, -0.089, -0.461, 0.819, 0.766, 0.016, 0.008, 0.069, -0.073, 0.008, -0.122, -0.120], "smiles": "PC=C=S.C", "homo_lumo_gap_ev": 8.1, "e_above_lowest_kj_mol": 216.80, "e_homo_ev": -8.445}

***

4.
{"formula": "C30H60O36S3", "method": "ωB97M-V with the def2-TZVPD basis set", "elements": ["C", "C", "O", "S", "O", "O", "O", "H", "H", "H", "H", "C", "C", "O", "S", "O", "O", "O", "H", "H", "H", "H", "C", "C", "O", "S", "O", "O", "O", "H", "H", "H", "H", "C", "O", "C", "O", "O", "C", "H", "H", "H", "H", "H", "H", "C", "O", "C", "O", "O", "C", "H", "H", "H", "H", "H", "H", "C", "O", "C", "O", "O", "C", "H", "H", "H", "H", "H", "H", "C", "O", "C", "O", "O", "C", "H", "H", "H", "H", "H", "H", "C", "O", "C", "O", "O", "C", "H", "H", "H", "H", "H", "H", "C", "O", "C", "O", "O", "C", "H", "H", "H", "H", "H", "H", "C", "O", "C", "O", "O", "C", "H", "H", "H", "H", "H", "H", "C", "O", "C", "O", "O", "C", "H", "H", "H", "H", "H", "H"], "coordinates": [[1.64164, -0.19832, 0.58084], [1.05468, 1.12084, 0.06354], [-0.29542, 0.68416, -0.34113], [-0.92000, -0.31607, 0.86280], [-1.83990, -1.30382, 0.34415], [-1.17159, 0.46427, 2.07013], [0.58904, -0.94244, 1.11257], [2.29181, -0.07425, 1.44685], [2.05070, -0.83883, -0.20052], [1.67032, 1.42209, -0.78401], [1.01103, 1.91252, 0.81148], [-3.95421, -0.12152, -2.67521], [-5.33252, -0.70431, -2.64485], [-5.90958, -0.52404, -3.93337], [-4.70415, -0.64042, -5.09363], [-4.92190, 0.41190, -6.07635], [-4.47399, -1.98312, -5.53549], [-3.44722, -0.23428, -4.05638], [-3.41812, -0.72165, -1.93998], [-3.87831, 0.91569, -2.34879], [-5.91145, -0.29672, -1.81610], [-5.34258, -1.78219, -2.48308], [-4.50008, 0.71581, 1.96160], [-5.08360, -0.45356, 1.11398], [-6.35556, 0.02491, 0.86814], [-6.32444, 1.66361, 0.54181], [-7.42307, 2.36215, 1.24259], [-6.18888, 1.89602, -0.91395], [-4.84121, 1.87146, 1.28128], [-3.41319, 0.79755, 1.95157], [-4.90901, 0.75391, 2.97127], [-5.06046, -1.41310, 1.63055], [-4.74949, -0.54442, 0.08044], [-2.53909, 3.20045, 4.05516], [-2.16560, 4.48038, 3.51034], [-1.49773, 4.47850, 2.43435], [-1.18771, 3.45856, 1.74518], [-1.17841, 5.74662, 2.15224], [-0.62360, 5.97192, 0.85995], [-1.76900, 2.44656, 4.21859], [-3.19642, 2.68864, 3.35227], [-3.04652, 3.45344, 4.98609], [-0.27579, 5.13271, 0.25758], [0.29121, 6.56274, 0.90650], [-1.44025, 6.43933, 0.30975], [4.88062, 1.10158, 1.81880], [6.08319, 1.82088, 1.55330], [5.94988, 3.05202, 0.97534], [4.87082, 3.46190, 0.60464], [7.21445, 3.50004, 0.54732], [8.44276, 3.05072, 1.11907], [5.24960, 0.12056, 2.11807], [4.24397, 1.06437, 0.93485], [4.28207, 1.57930, 2.59444], [9.05280, 2.63598, 0.31662], [8.40223, 2.34443, 1.94829], [9.04863, 3.91572, 1.38892], [-0.25167, 1.44653, -3.42309], [-1.36756, 1.85520, -2.67608], [-1.62514, 3.11515, -2.23397], [-1.19856, 4.12188, -2.85254], [-2.50445, 3.03103, -1.20232], [-3.27212, 4.20006, -0.82802], [0.61109, 1.19308, -2.80706], [-0.00776, 2.15973, -4.21046], [-0.46228, 0.45814, -3.83156], [-2.99290, 5.08253, -1.40369], [-3.14258, 4.38912, 0.23761], [-4.32435, 4.06861, -1.08025], [-0.07073, -2.02197, 7.27646], [-0.45493, -2.81003, 6.17750], [0.20364, -2.94714, 5.01034], [1.20952, -2.31628, 4.71635], [-0.42185, -3.80166, 4.13146], [0.24533, -4.11569, 2.91576], [-0.03020, -0.95386, 7.06292], [0.90645, -2.40581, 7.56951], [-0.72999, -2.10967, 8.14006], [1.13285, -4.64546, 3.26179], [0.58936, -3.17889, 2.47742], [-0.35642, -4.80912, 2.32827], [3.43266, -2.89079, -1.57615], [2.28521, -3.55972, -1.01041], [1.94260, -4.74510, -1.48956], [2.32412, -5.16553, -2.55611], [1.12905, -5.30284, -0.62680], [0.51611, -6.52153, -0.93753], [3.11488, -2.61609, -2.58197], [4.36471, -3.45171, -1.50722], [3.71048, -2.08911, -0.89188], [-0.44520, -6.39578, -1.43571], [0.10265, -6.99104, -0.04494], [1.02638, -7.32888, -1.46280], [3.88789, 2.02381, -3.71497], [4.09199, 0.60853, -3.56717], [4.98671, 0.02775, -4.30534], [5.45582, 0.54575, -5.33987], [5.17740, -1.23663, -3.92994], [5.96070, -2.22127, -4.65291], [4.64596, 2.79443, -3.85492], [3.34136, 2.48728, -2.89364], [3.19831, 2.02015, -4.55912], [7.04857, -2.18161, -4.70856], [5.59136, -2.26566, -5.67747], [5.65535, -3.18812, -4.25282], [1.60506, 0.62627, 4.87386], [1.77621, 1.97914, 4.35109], [0.95655, 2.89558, 4.82538], [0.04151, 2.74971, 5.57894], [1.22558, 4.14004, 4.33794], [2.40066, 4.40178, 3.46634], [0.65696, 0.09394, 4.79737], [2.03997, 0.54944, 5.87039], [2.03170, 0.00505, 4.08635], [3.39249, 4.26014, 3.89567], [2.36520, 5.46490, 3.22841], [2.21744, 3.89770, 2.51743], [-3.86023, -5.17169, -5.96810], [-4.19534, -5.00650, -4.57155], [-3.28505, -5.16008, -3.56664], [-2.22998, -5.73357, -3.64127], [-3.86521, -4.61545, -2.52699], [-2.99674, -4.23826, -1.40006], [-3.48308, -6.19364, -6.00654], [-3.14898, -4.41243, -6.29329], [-4.75924, -5.16016, -6.58433], [-2.40063, -3.35548, -1.63128], [-2.27021, -5.01634, -1.16587], [-3.47588, -3.99304, -0.45223]], "lowdin_charge": [-0.181, -0.106, -0.210, 0.742, -0.231, -0.246, -0.226, 0.118, 0.112, 0.121, 0.120, -0.155, -0.209, -0.178, 0.730, -0.244, -0.234, -0.198, 0.110, 0.116, 0.102, 0.129, -0.192, -0.175, -0.210, 0.788, -0.245, -0.259, -0.201, 0.097, 0.140, 0.145, 0.103, 0.003, 0.061, -0.613, 0.045, 0.019, -0.044, 0.079, 0.072, 0.109, 0.088, 0.094, 0.095, -0.039, -0.046, -0.490, 0.118, -0.021, -0.061, 0.105, 0.078, 0.091, 0.091, 0.094, 0.089, -0.044, -0.049, -0.493, 0.077, -0.012, -0.016, 0.068, 0.102, 0.099, 0.092, 0.082, 0.089, -0.042, -0.005, -0.513, 0.090, -0.025, -0.031, 0.089, 0.101, 0.097, 0.099, 0.081, 0.099, -0.023, -0.012, -0.628, 0.134, 0.027, -0.057, 0.102, 0.100, 0.079, 0.075, 0.091, 0.106, -0.027, 0.012, -0.600, 0.084, -0.018, -0.015, 0.104, 0.082, 0.099, 0.096, 0.095, 0.088, -0.018, -0.009, -0.618, 0.130, -0.012, -0.007, 0.078, 0.108, 0.074, 0.091, 0.089, 0.082, -0.029, -0.040, -0.612, 0.131, 0.015, -0.001, 0.089, 0.094, 0.093, 0.085, 0.071, 0.089], "smiles": "O=S1(=O)OCCO1.O=S1(=O)OCCO1.O=S1(=O)OCCO1.COC(=O)OC.COC(=O)OC.COC(=O)OC.COC(=O)OC.COC(=O)OC.COC(=O)OC.COC(=O)OC.COC(=O)OC", "homo_lumo_gap_ev": 10.7, "e_homo_ev": -10.636}

***

One value per record, in order, for max |F|: 14.3, 4.4, 3.8, 5.3 eV/A.